An isolated ion of composition C5H9N6 and charge +1, computed with the ωB97M-V functional and the def2-TZVPD basis.

* relative energy (zero: lowest compared OMol25 entry of this formula, charge and spin): 64.27 kcal/mol
* orbital gap: 7.89 eV

```
! RIJCOSX wB97M-V def2-TZVPD def2/J DEFGRID3
* xyz 1 1
C -2.531 0.735 -0.022
C -1.791 1.848 -0.053
C 1.743 0.765 -0.020
C 0.354 0.827 -0.072
C -2.062 -0.648 0.015
N -2.905 -1.537 0.327
N -0.402 1.879 -0.043
N 2.340 -0.389 -0.005
N -0.789 -0.907 -0.471
N 3.618 -0.485 0.065
N -0.166 -2.016 -0.198
H -3.604 0.818 0.028
H -2.253 2.822 -0.063
H 2.319 1.702 0.027
H -2.598 -2.503 0.341
H 0.017 2.811 0.025
H 4.234 0.329 0.108
H 4.016 -1.413 0.084
H 0.579 -2.272 -0.829
H -0.118 -2.365 0.756
*
```